1.
{"formula": "C31H71BrNO24P4S4", "method": "wB97M-V/def2-TZVPD", "lumo_ev": -0.62, "e_above_lowest_kcal_mol": 222.5, "multiplicity": 1, "charge": -1, "gap_ha": 0.2122, "species": ["C", "C", "C", "O", "C", "O", "C", "S", "S", "O", "O", "N", "S", "O", "O", "Br", "O", "C", "O", "C", "S", "H", "H", "H", "H", "H", "H", "H", "H", "H", "H", "H", "O", "P", "O", "C", "C", "O", "C", "C", "O", "C", "C", "H", "H", "H", "H", "H", "H", "H", "H", "H", "H", "H", "H", "H", "H", "H", "O", "P", "O", "C", "C", "O", "C", "C", "O", "C", "C", "H", "H", "H", "H", "H", "H", "H", "H", "H", "H", "H", "H", "H", "H", "H", "O", "P", "O", "C", "C", "O", "C", "C", "O", "C", "C", "H", "H", "H", "H", "H", "H", "H", "H", "H", "H", "H", "H", "H", "H", "H", "O", "P", "O", "C", "C", "O", "C", "C", "O", "C", "C", "H", "H", "H", "H", "H", "H", "H", "H", "H", "H", "H", "H", "H", "H", "H"], "xyz": [[0.385, 0.469, -4.144], [1.561, 0.566, -5.268], [1.370, 1.813, -6.258], [0.913, 3.024, -5.588], [0.334, 3.893, -6.561], [0.986, 4.478, -7.444], [-1.279, 4.037, -6.471], [-1.705, 3.680, -4.682], [-3.724, 3.130, -4.526], [-4.602, 3.929, -5.462], [-4.138, 3.468, -3.100], [-3.918, 1.429, -4.671], [-3.483, 0.889, -6.229], [-3.969, 1.745, -7.365], [-2.001, 0.661, -6.426], [-4.518, -1.111, -6.465], [2.897, 0.447, -4.709], [3.367, 1.674, -4.172], [4.390, 2.175, -4.705], [2.745, 2.454, -2.923], [3.388, 4.211, -2.910], [-0.041, -0.602, -4.179], [0.775, 0.615, -3.086], [-0.479, 1.161, -4.419], [1.406, -0.370, -5.923], [2.291, 1.986, -6.923], [0.529, 1.507, -6.990], [-1.720, 3.284, -7.203], [-1.512, 5.110, -6.777], [2.971, 1.906, -1.934], [1.600, 2.549, -2.961], [3.422, 4.547, -4.269], [-5.822, -5.214, -7.458], [-6.409, -6.494, -8.058], [-5.447, -7.561, -7.238], [-5.760, -7.839, -5.880], [-6.948, -8.776, -5.767], [-5.525, -6.451, -9.464], [-5.117, -5.201, -10.015], [-3.680, -4.895, -9.635], [-7.205, -7.854, -8.736], [-8.465, -7.591, -9.361], [-8.322, -6.788, -10.642], [-5.943, -6.908, -5.336], [-4.879, -8.313, -5.439], [-7.864, -8.285, -6.110], [-7.098, -9.091, -4.732], [-6.806, -9.662, -6.391], [-5.793, -4.398, -9.710], [-5.194, -5.281, -11.104], [-3.517, -4.979, -8.558], [-3.403, -3.887, -9.950], [-3.002, -5.609, -10.109], [-9.121, -7.077, -8.653], [-8.916, -8.559, -9.591], [-8.012, -5.760, -10.424], [-9.269, -6.744, -11.182], [-7.559, -7.223, -11.293], [2.233, 2.671, 1.357], [1.693, 3.167, 2.702], [0.886, 4.473, 2.088], [-0.366, 4.250, 1.450], [-1.468, 4.008, 2.464], [3.071, 3.974, 3.163], [4.348, 3.501, 2.746], [4.833, 4.282, 1.539], [1.056, 3.651, 4.227], [1.120, 2.678, 5.263], [2.545, 2.408, 5.712], [-0.289, 3.414, 0.748], [-0.595, 5.148, 0.871], [-1.313, 3.059, 2.987], [-2.444, 3.972, 1.976], [-1.478, 4.795, 3.223], [4.322, 2.427, 2.546], [5.043, 3.650, 3.578], [4.086, 4.307, 0.743], [5.751, 3.846, 1.139], [5.031, 5.321, 1.813], [0.637, 1.757, 4.923], [0.543, 3.065, 6.107], [3.105, 1.881, 4.932], [2.560, 1.788, 6.609], [3.075, 3.342, 5.914], [-3.235, -0.897, 6.957], [-4.141, -0.563, 5.768], [-2.990, 0.171, 4.835], [-2.069, -0.652, 4.133], [-2.712, -1.274, 2.907], [-4.801, 0.813, 6.428], [-4.946, 0.931, 7.839], [-3.804, 1.740, 8.426], [-5.234, -0.323, 4.469], [-6.444, -1.086, 4.521], [-7.367, -0.635, 5.638], [-1.666, -1.423, 4.798], [-1.236, -0.014, 3.824], [-3.481, -1.996, 3.196], [-1.968, -1.794, 2.300], [-3.200, -0.512, 2.296], [-5.024, -0.053, 8.309], [-5.891, 1.447, 8.030], [-2.830, 1.359, 8.111], [-3.844, 1.731, 9.518], [-3.858, 2.776, 8.083], [-6.200, -2.147, 4.624], [-6.948, -0.951, 3.561], [-6.949, -0.896, 6.617], [-8.343, -1.114, 5.555], [-7.499, 0.450, 5.624], [7.542, 1.778, 5.271], [8.777, 0.956, 5.647], [8.024, -0.514, 5.732], [7.724, -1.186, 4.517], [8.963, -1.822, 3.917], [8.736, 1.309, 7.271], [8.207, 2.553, 7.720], [6.771, 2.385, 8.181], [10.245, 0.135, 5.981], [11.445, 0.868, 5.714], [11.644, 2.026, 6.676], [7.256, -0.496, 3.808], [6.993, -1.964, 4.752], [9.668, -1.057, 3.579], [8.703, -2.448, 3.059], [9.484, -2.434, 4.657], [8.293, 3.318, 6.944], [8.821, 2.886, 8.562], [6.156, 1.888, 7.427], [6.322, 3.354, 8.410], [6.731, 1.760, 9.076], [11.431, 1.222, 4.679], [12.278, 0.168, 5.815], [10.907, 2.815, 6.493], [12.637, 2.463, 6.559], [11.516, 1.700, 7.711]], "forces_ev_per_angstrom": [[-0.1, -0.8, -0.6], [-2.0, -0.2, -0.1], [-0.3, -1.5, -1.3], [-0.2, 0.6, -1.9], [0.6, 1.1, -1.6], [-2.0, -2.2, 3.2], [1.2, 0.1, -0.1], [0.1, 0.3, -0.6], [-5.6, 1.6, 1.1], [2.9, -2.1, 1.3], [2.3, -1.6, -3.2], [1.1, 0.7, -2.2], [2.2, 3.5, -1.9], [0.3, -2.1, 2.6], [-3.1, -0.3, 1.2], [0.3, 0.5, 0.5], [-0.4, 2.2, 0.9], [3.3, 1.5, -1.6], [-3.6, -2.2, 1.8], [-1.2, -0.4, -0.6], [0.0, -0.3, -0.4], [0.7, 1.6, 0.0], [-0.5, 0.1, -1.5], [1.3, -0.9, 0.6], [0.7, 1.6, 0.9], [-1.1, -0.1, 1.3], [1.2, 0.2, 1.2], [0.4, 0.9, 1.0], [0.1, -1.6, 0.5], [0.0, 1.0, -1.5], [1.8, -0.4, -0.2], [-0.2, -0.8, 1.3], [-4.4, -0.2, 0.4], [8.7, -2.6, -2.2], [-0.9, 0.2, 0.1], [0.0, -0.2, 0.2], [-0.2, -0.1, 0.0], [-1.4, 0.2, -0.1], [0.4, 0.3, 0.0], [0.2, 0.0, 0.1], [-2.0, 2.5, 1.8], [-0.4, -0.2, -0.6], [0.2, 0.3, 0.0], [0.1, 0.0, 0.0], [0.0, 0.1, -0.2], [0.0, 0.0, 0.1], [0.0, 0.0, 0.0], [0.1, 0.1, 0.1], [0.2, -0.1, 0.1], [-0.1, -0.2, 0.1], [-0.2, 0.1, -0.1], [0.0, 0.0, 0.0], [-0.1, 0.0, -0.1], [-0.1, -0.1, -0.1], [0.1, 0.0, 0.2], [0.0, -0.1, -0.1], [0.0, 0.0, 0.1], [-0.1, 0.0, 0.1], [-1.9, -3.4, 2.1], [3.2, 9.0, -2.2], [-0.3, -0.8, 0.2], [-0.4, 0.1, -0.1], [-0.1, -0.1, 0.1], [-0.2, -1.3, 0.7], [0.3, 0.1, -0.3], [0.0, 0.1, -0.2], [-0.7, -3.4, -1.2], [0.2, -0.2, 0.8], [0.2, -0.1, -0.2], [0.0, 0.1, -0.1], [0.2, -0.1, 0.0], [-0.1, 0.0, 0.0], [0.1, 0.0, 0.0], [0.0, 0.0, -0.1], [0.0, 0.1, -0.1], [-0.2, 0.0, 0.1], [0.0, -0.2, 0.1], [0.0, 0.0, 0.0], [0.0, -0.1, 0.1], [-0.1, 0.0, 0.2], [-0.1, 0.1, -0.2], [0.0, 0.0, 0.1], [-0.1, 0.0, 0.0], [-0.1, -0.1, 0.0], [-2.1, -3.6, -1.4], [2.9, 8.9, 0.3], [-0.4, -0.8, 0.0], [0.1, -0.1, -0.4], [-0.1, -0.1, -0.1], [-0.8, -1.1, 0.0], [0.2, 0.2, 0.3], [0.2, 0.1, 0.0], [0.6, -3.5, 1.3], [-0.8, 0.0, -0.2], [0.1, 0.1, 0.3], [0.0, 0.0, 0.0], [-0.1, 0.1, 0.1], [0.1, 0.0, -0.1], [0.0, 0.0, 0.0], [0.1, 0.0, 0.1], [0.2, 0.1, 0.0], [0.0, 0.0, -0.2], [-0.2, -0.2, 0.1], [0.0, 0.0, 0.0], [-0.1, 0.0, 0.0], [-0.1, 0.0, -0.1], [0.2, 0.0, 0.0], [-0.1, 0.0, 0.0], [0.0, 0.0, -0.1], [0.0, -0.1, -0.1], [3.3, 0.7, -2.8], [-4.8, -3.7, 7.2], [0.6, 0.4, -0.6], [0.0, -0.3, -0.2], [0.2, 0.0, -0.1], [1.0, 0.6, -0.7], [-0.4, 0.1, 0.2], [-0.2, -0.1, 0.0], [-0.2, 2.1, -3.1], [0.7, 0.1, 0.2], [-0.2, 0.2, 0.1], [-0.1, 0.0, 0.0], [0.0, 0.2, 0.1], [0.0, -0.1, -0.1], [0.0, 0.1, 0.0], [-0.1, 0.0, 0.0], [-0.1, -0.1, 0.0], [0.1, -0.2, 0.0], [0.2, 0.2, -0.1], [0.0, 0.0, 0.0], [0.1, 0.1, 0.0], [0.2, 0.0, 0.0], [-0.2, -0.1, -0.1], [0.1, 0.0, 0.0], [0.0, -0.1, -0.1], [0.0, 0.0, -0.1]]}

=====

2.
{"formula": "C31H72F8N5O15S4", "method": "wB97M-V/def2-TZVPD", "lumo_ev": -3.12, "multiplicity": 1, "charge": 1, "gap_ha": 0.1158, "species": ["N", "S", "O", "O", "F", "S", "O", "O", "F", "C", "C", "C", "C", "N", "C", "C", "C", "C", "C", "H", "H", "H", "H", "H", "H", "H", "H", "H", "H", "H", "H", "H", "H", "H", "H", "H", "H", "H", "H", "C", "O", "C", "C", "N", "H", "H", "C", "C", "O", "C", "H", "H", "H", "H", "H", "H", "H", "H", "H", "H", "H", "H", "H", "H", "C", "O", "C", "C", "N", "H", "H", "C", "C", "O", "C", "H", "H", "H", "H", "H", "H", "H", "H", "H", "H", "H", "H", "H", "H", "C", "C", "N", "C", "C", "C", "C", "C", "O", "C", "H", "H", "H", "H", "H", "H", "H", "H", "H", "H", "H", "H", "H", "H", "H", "H", "H", "H", "H", "H", "C", "F", "F", "F", "S", "O", "O", "O", "C", "F", "F", "F", "S", "O", "O", "O"], "xyz": [[1.911, 0.423, 1.693], [0.907, -0.727, 1.493], [1.223, -1.914, 0.705], [-0.503, -0.296, 1.475], [1.097, -1.389, 2.971], [1.760, 1.045, 0.134], [0.420, 1.653, -0.075], [2.490, 0.451, -0.978], [2.748, 2.345, 0.309], [-2.521, -2.270, -3.302], [-2.754, -3.604, -2.637], [-3.710, -4.515, -3.502], [-4.145, -5.829, -2.826], [-5.293, -6.568, -3.625], [-4.943, -6.985, -5.092], [-6.114, -6.579, -5.993], [-6.648, -5.253, -5.222], [-6.563, -5.640, -3.764], [-5.541, -7.830, -2.845], [-3.439, -1.821, -3.683], [-1.865, -2.371, -4.166], [-1.958, -1.667, -2.589], [-3.366, -3.228, -1.818], [-1.798, -4.010, -2.306], [-3.204, -4.783, -4.430], [-4.542, -3.912, -3.864], [-4.587, -5.565, -1.866], [-3.223, -6.388, -2.662], [-4.834, -8.068, -5.149], [-4.060, -6.383, -5.307], [-6.858, -7.347, -6.207], [-5.657, -6.428, -6.971], [-7.663, -5.076, -5.579], [-6.102, -4.335, -5.441], [-7.354, -6.315, -3.435], [-6.441, -4.866, -3.006], [-6.380, -8.393, -3.255], [-5.979, -7.360, -1.964], [-4.567, -8.320, -2.846], [-1.931, 7.076, 3.712], [-1.651, 5.741, 3.377], [-1.244, 5.073, 4.450], [-0.649, 3.837, 3.762], [0.276, 3.126, 4.804], [0.755, 2.560, 4.118], [0.973, 3.709, 5.245], [-0.335, 2.171, 5.878], [-1.085, 2.780, 7.064], [-0.399, 3.932, 7.387], [-1.043, 4.883, 8.279], [-2.420, 7.309, 4.658], [-2.516, 7.512, 2.902], [-1.100, 7.780, 3.711], [-2.055, 4.807, 5.128], [-0.526, 5.567, 5.104], [0.011, 4.118, 2.942], [-1.228, 3.034, 3.307], [0.591, 1.701, 6.207], [-1.067, 1.519, 5.402], [-1.162, 2.084, 7.899], [-2.109, 3.036, 6.790], [-2.101, 5.123, 8.174], [-0.548, 5.814, 8.000], [-0.890, 4.630, 9.328], [8.869, -2.263, 6.221], [8.061, -1.652, 5.267], [6.807, -1.133, 5.767], [5.694, -1.014, 4.747], [5.666, 0.333, 3.962], [4.783, 0.317, 3.472], [5.355, 1.095, 4.547], [6.749, 0.825, 2.967], [6.820, -0.089, 1.755], [7.373, -1.297, 2.228], [7.205, -2.315, 1.248], [9.884, -2.401, 5.849], [8.462, -3.224, 6.538], [9.025, -1.692, 7.137], [6.930, -0.178, 6.278], [6.376, -1.874, 6.440], [4.735, -1.227, 5.218], [5.966, -1.776, 4.017], [7.622, 0.789, 3.619], [6.438, 1.826, 2.670], [7.431, 0.312, 0.946], [5.758, -0.247, 1.563], [7.556, -3.158, 1.844], [7.879, -2.083, 0.424], [6.169, -2.494, 0.960], [0.163, 4.777, -8.701], [-0.441, 4.542, -7.319], [0.301, 5.256, -6.144], [1.718, 4.771, -6.146], [0.327, 6.775, -6.288], [-1.037, 7.569, -6.486], [-0.410, 4.804, -4.831], [-0.080, 5.558, -3.521], [-0.468, 6.894, -3.522], [-0.349, 7.553, -2.291], [1.048, 4.150, -8.811], [0.458, 5.774, -9.028], [-0.525, 4.357, -9.435], [-0.379, 3.481, -7.080], [-1.437, 4.961, -7.179], [2.275, 5.152, -7.002], [1.617, 3.697, -5.992], [2.182, 5.144, -5.233], [1.000, 7.053, -7.098], [0.948, 7.177, -5.487], [-1.732, 7.358, -5.673], [-1.611, 7.449, -7.404], [-0.770, 8.600, -6.251], [-0.134, 3.755, -4.723], [-1.488, 4.948, -4.904], [0.963, 5.524, -3.207], [-0.637, 5.045, -2.737], [-0.953, 7.016, -1.559], [-0.787, 8.535, -2.473], [0.653, 7.738, -1.905], [-4.107, -4.124, 3.102], [-5.189, -3.272, 3.071], [-4.561, -5.395, 2.824], [-3.191, -3.784, 2.234], [-3.419, -4.100, 4.957], [-2.970, -2.743, 5.245], [-4.594, -4.552, 5.733], [-2.343, -5.115, 5.014], [1.749, -7.763, 0.628], [2.887, -8.454, 0.279], [1.918, -6.505, 1.110], [0.783, -7.776, -0.294], [0.835, -8.832, 1.942], [-0.420, -8.122, 2.231], [0.613, -10.205, 1.424], [1.487, -8.853, 3.240]], "forces_ev_per_angstrom": [[1.7, 2.2, -3.2], [-5.8, -6.8, 2.6], [0.3, 2.7, 0.1], [2.8, -0.5, 0.1], [0.1, 1.1, -0.4], [0.1, 3.6, -1.8], [3.3, -1.3, 0.1], [-1.6, -0.2, 1.8], [-0.6, -0.3, 0.9], [1.2, -0.2, -1.1], [-2.0, 0.3, -0.3], [1.0, -0.2, -0.2], [-0.6, 1.6, -0.8], [0.8, 0.0, -1.2], [-0.6, 0.5, 0.8], [0.9, 1.8, 0.9], [-0.3, -1.4, -1.4], [1.0, -1.4, 0.7], [-1.1, 1.8, -0.1], [0.0, 0.3, 0.4], [0.1, 0.0, -0.2], [-0.4, 0.4, -0.1], [0.2, -1.0, 0.8], [-0.4, -0.4, 0.1], [0.4, 0.0, -0.1], [-0.2, 0.1, 0.5], [-0.1, -0.4, 0.1], [-0.5, -0.8, -0.2], [0.7, 0.2, 0.3], [0.0, -0.6, -0.4], [-0.2, 0.1, 0.8], [-0.2, 0.6, -0.1], [-0.1, 0.1, 0.4], [0.4, -0.3, -0.1], [-0.3, 0.3, -0.2], [-0.1, 0.2, -0.3], [0.4, -0.2, -0.5], [0.8, -1.0, 1.0], [-0.5, -0.4, 0.8], [-0.6, 2.1, -1.2], [-1.1, 3.1, -1.2], [0.4, -3.2, 0.7], [1.6, -0.3, 2.1], [-1.8, -0.8, -0.9], [0.6, -1.0, 0.4], [-0.1, 0.6, 0.2], [0.2, 0.0, -0.2], [-0.3, 0.5, -0.8], [-0.1, 1.7, 0.9], [0.9, 0.3, -0.4], [-0.4, -0.9, 0.1], [-0.5, -0.3, 0.1], [1.0, -0.6, 0.1], [-0.4, -0.2, 0.1], [0.6, 0.2, -0.3], [0.2, 0.5, 0.2], [-0.8, 0.3, 0.6], [-0.5, -0.6, 0.2], [0.7, -0.4, -0.4], [0.2, -0.4, -0.1], [-0.2, -0.1, -0.2], [-0.3, -0.9, -0.7], [0.2, 0.0, 0.6], [0.3, -0.1, -0.1], [0.6, -0.5, 1.2], [-1.6, 1.4, -0.9], [0.6, -0.7, 0.3], [2.0, -0.1, -1.1], [-1.5, -0.4, -0.3], [-0.5, -0.8, -1.2], [1.0, 0.4, 1.1], [0.1, -0.5, 1.1], [0.0, -0.4, 2.1], [-0.8, 0.8, -0.5], [1.0, -0.6, 1.2], [-0.3, -0.1, -0.5], [0.0, -0.2, -0.1], [-0.3, 0.5, 0.1], [0.3, 0.0, 0.4], [0.2, 0.0, 0.5], [-0.1, 0.6, -0.3], [-0.6, 0.1, -0.3], [0.4, 0.3, -0.6], [0.2, 0.1, 0.3], [-0.4, 0.3, -0.2], [-0.1, 0.0, -1.3], [0.0, -0.5, -0.8], [-0.2, -0.4, -0.3], [0.0, 0.3, -0.1], [0.3, -0.8, 0.0], [0.4, 1.5, 0.7], [-0.3, 0.4, -0.2], [-0.5, 0.1, 1.4], [-0.6, 0.9, -0.9], [0.9, -0.9, 1.6], [0.6, 1.1, 0.3], [0.7, -0.2, 0.2], [0.0, 0.3, -1.3], [-0.9, 0.5, 0.2], [0.1, 0.0, 0.1], [-0.4, 0.2, 0.4], [-0.2, 0.2, 0.0], [-0.3, 0.1, 0.1], [-0.2, -0.5, -0.5], [-0.3, -0.5, 0.0], [0.6, -0.1, -0.7], [0.1, 0.1, -0.1], [-0.3, -0.7, -0.7], [-0.8, -0.3, 0.7], [0.1, -0.3, 0.1], [0.7, 0.0, -0.2], [0.0, 0.1, -0.6], [-0.3, 0.0, 0.1], [0.1, -0.3, -0.8], [0.4, -0.4, -0.2], [-0.1, -0.5, 0.0], [0.1, 0.1, 0.4], [-0.1, 0.0, 0.2], [0.3, -0.5, -0.3], [-0.6, -1.0, 3.4], [0.9, -0.6, -0.8], [0.4, 1.6, -0.2], [0.0, 0.3, -0.9], [0.3, -2.8, 1.7], [-0.4, 0.1, -0.8], [0.7, 1.1, -1.3], [-1.3, 1.7, -1.0], [-1.9, -2.6, 3.4], [-1.0, 2.1, -0.5], [0.9, -1.2, -1.4], [1.3, 0.8, -1.6], [-3.3, -1.7, 4.0], [0.4, 0.4, -2.5], [1.1, 2.0, -1.0], [2.6, 0.1, -0.7]]}